Entry 1:
ORCA calculation (ωB97M-V with the def2-TZVPD basis set) on a cluster of 2 separate species, C3H8N2 in total at a distorted geometry.

Properties
- gap between HOMO and LUMO (eV) = 10.575
- SMILES = [H]/N=C/N.C=C
- LUMO (eV) = 1.05

The geometry in XYZ format:
```
13
C3H8N2 (ωB97M-V with the def2-TZVPD basis set)
H 1.313 3.991 0.636
C -0.519 -2.136 -0.409
H 1.861 2.051 -0.623
H -0.108 3.009 1.443
N -1.733 -1.411 -0.294
H -1.503 -0.602 0.265
H 1.356 -1.995 -0.512
N 0.563 -1.592 -0.016
C 1.037 1.989 0.073
C 0.730 3.093 0.762
H 0.475 1.091 0.284
H -2.018 -1.210 -1.241
H -0.599 -3.108 -0.915
```

=====

Entry 2:
ORCA calculation (ωB97M-V with the def2-TZVPD basis set) on a cluster of 2 separate species, C2HBrClFO in total at a distorted geometry.

Properties
- gap between HOMO and LUMO (alpha / beta) (eV) = 7.505 / 8.047
- LUMO (alpha / beta) (eV) = -0.53 / -0.21

The geometry in XYZ format:
```
7
C2HBrClFO (ωB97M-V with the def2-TZVPD basis set)
O 0.327 -1.583 1.720
Br -1.580 -0.319 -1.697
Cl -1.285 1.877 0.506
C 0.753 -1.070 0.786
C -0.476 0.702 -0.445
H 1.690 -0.712 0.222
F 0.571 1.106 -1.091
```

=====

Entry 3:
ORCA calculation (ωB97M-V with the def2-TZVPD basis set) on a structure of composition C28H59FN3O9P2ScSi6Te.

Properties
- gap between HOMO and LUMO (eV) = 6.500
- total charge = -2
- LUMO (eV) = 4.01

The geometry in XYZ format:
```
110
C28H59FN3O9P2ScSi6Te (ωB97M-V with the def2-TZVPD basis set)
H -2.648 2.823 -5.041
H -2.690 4.366 -4.176
H -0.136 0.515 6.717
H -0.376 4.629 2.813
H 2.457 2.844 -3.899
C -0.449 3.914 -1.876
H 1.837 -0.946 -5.900
H -1.815 0.123 6.324
C 2.310 -0.011 -5.590
H 0.743 1.884 -7.654
P 2.876 2.461 0.768
H 1.253 3.766 -4.801
C -0.858 -2.182 -5.220
O 3.988 0.445 3.007
C 0.552 -5.684 1.281
H 0.656 -6.746 1.468
O 2.871 -6.336 2.845
H 1.989 2.991 3.675
C -3.136 -0.153 -5.326
H 5.288 -2.683 0.724
H -0.395 0.619 -7.175
H -1.181 2.491 6.340
H 2.896 -0.220 -4.693
Si -1.797 -0.894 -4.211
C 1.518 -1.249 4.697
H -1.124 -2.613 3.127
H -0.016 -2.568 -4.640
C 4.392 -4.317 0.231
C -4.038 -0.322 0.981
C -0.704 -3.757 0.671
C 1.637 -4.849 1.488
Si -0.418 2.423 3.916
P 3.575 -0.182 1.589
H 2.301 2.173 -1.253
H -0.459 -1.749 -6.141
H -2.833 1.770 -0.910
H 2.267 -2.776 1.498
H -0.726 2.302 -6.759
C 2.915 -5.452 1.995
H -1.620 -3.296 0.329
H 1.390 3.453 5.280
H 2.156 -0.462 5.103
O 4.532 -1.249 1.230
N 0.316 -2.937 0.907
O 5.547 -3.569 0.375
C -2.656 -1.807 -2.806
H 2.687 3.139 -5.628
C 1.350 2.682 4.504
H -2.565 -1.538 0.015
H 2.986 0.313 -6.388
C -1.296 -2.233 4.133
H -1.006 4.847 -1.739
H 0.470 4.144 -2.417
H -1.377 4.042 5.521
C -0.788 -0.247 6.283
Si -1.508 2.667 -2.791
H -3.616 3.205 -1.599
H -3.768 -0.936 -5.756
H -3.265 -1.119 -2.213
Te 1.254 -0.350 -1.816
Si -0.265 -0.699 4.514
H -3.299 -2.608 -3.182
C -1.881 0.389 2.591
H -3.758 1.644 -2.425
H 1.765 1.762 4.924
C -1.490 2.959 5.405
C 1.465 -3.479 1.305
H -3.257 1.759 3.533
N 4.090 -5.017 1.487
H -4.846 -0.610 0.323
F -0.897 1.525 0.087
O 3.713 1.064 0.592
C -2.781 -0.853 0.823
H -2.364 -2.013 4.232
H 3.533 -3.714 -0.057
H -1.963 3.878 2.601
H 3.785 1.391 3.067
Si -0.329 0.726 -3.397
H 1.557 -2.103 5.382
H -1.902 -2.244 -2.148
C 1.940 2.919 -4.859
C -0.651 0.675 3.314
H -1.513 -5.744 0.663
H 1.943 -1.547 3.742
C -4.203 0.647 1.973
H -1.042 -3.021 4.848
N -1.743 -0.524 1.597
C -3.141 1.009 2.763
C -0.641 -5.132 0.851
C -2.065 3.497 -4.409
H 4.574 -5.062 -0.550
H -0.171 3.518 -0.898
Si 1.022 1.315 -5.235
H 4.894 -5.453 1.915
H -1.508 -3.020 -5.491
C -3.084 2.278 -1.842
H -0.719 -1.140 6.912
O 2.730 2.898 -0.753
C 0.067 1.558 -6.857
O 3.659 3.425 1.562
H -3.778 0.526 -4.757
C -0.886 3.684 2.599
H -1.211 3.851 -4.991
H -2.695 0.419 -6.146
H -0.597 3.362 1.600
H -5.168 1.121 2.115
H -2.555 2.754 5.268
O 1.522 2.051 1.323
Sc 0.289 0.365 1.043
O 2.110 -0.587 1.623
```

=====

Entry 4:
ORCA calculation (ωB97M-V with the def2-TZVPD basis set) on a structure of composition C40H47N7O3RuS2SbSe at a distorted geometry.

Properties
- gap between HOMO and LUMO (alpha / beta) (eV) = 6.481 / 6.241
- LUMO (alpha / beta) (eV) = 0.29 / -0.51
- spin multiplicity = 6

The geometry in XYZ format:
```
102
C40H47N7O3RuS2SbSe (ωB97M-V with the def2-TZVPD basis set)
C 2.428 -2.356 1.205
H 0.992 5.982 0.772
H 0.303 -3.671 -2.329
H -3.822 -0.367 3.505
H -0.574 -1.106 -7.350
H 0.003 -2.896 1.754
H -5.178 2.143 -0.289
C -1.075 -0.888 5.381
O -1.419 -1.712 0.407
C -1.857 0.335 2.988
S -2.565 -0.236 -2.298
C -2.399 -0.951 4.980
C -2.335 -0.775 -6.145
C -2.775 -0.337 3.793
O 1.834 -2.456 0.145
C 2.805 -2.700 3.582
C -0.795 2.822 -2.546
C 0.264 4.217 -0.185
H -6.728 4.742 4.140
Ru -0.103 -0.969 -1.642
C -2.016 -0.512 -3.924
C -1.258 -3.727 -0.844
H -1.976 3.773 2.894
C -1.411 2.937 1.001
Sb -2.742 1.255 1.258
H 8.106 -3.486 -2.078
H -0.496 5.715 2.754
H 3.786 -2.306 3.320
H -1.301 2.086 -3.175
N 3.907 -1.529 -1.907
H 1.705 -0.815 -6.310
C -4.172 2.560 3.744
H 7.560 0.467 -0.487
N -3.358 -2.785 0.022
H 3.078 -3.440 -2.008
C 3.569 -0.315 -1.429
H 1.561 0.552 2.826
H -1.909 -4.577 -1.082
C -4.158 2.451 2.356
N -2.872 -0.560 -4.952
H 0.472 0.524 1.441
C -0.583 -3.087 -2.067
C -1.347 3.890 2.019
C 6.087 -2.792 -2.112
H -1.254 1.450 -1.135
C -5.077 3.197 1.603
C 3.048 -2.502 -2.557
H 2.937 -3.697 4.010
C -0.607 3.123 -0.133
H 0.235 -3.072 3.499
H -3.031 -0.812 -6.979
H -6.698 4.591 1.680
H -3.862 -1.954 0.290
H -5.886 3.760 -0.312
H 5.680 -3.688 -2.560
C -0.157 -0.880 -5.244
C 7.965 -1.506 -1.263
H -1.388 3.745 -2.512
C 0.310 5.144 0.840
N -0.619 2.242 -1.235
C 7.441 -2.667 -1.840
H -0.764 -1.328 6.320
N 1.971 -2.758 2.402
H 0.668 -4.416 2.415
C -5.088 3.380 4.391
C -6.004 4.104 3.648
C -0.509 4.990 1.950
H -5.079 3.453 5.472
H -0.480 -4.080 -0.164
H -3.137 -1.458 5.588
C -5.073 3.160 0.095
C -0.504 0.324 3.350
C 5.805 -0.559 -1.213
N -0.683 -0.668 -4.042
H -4.134 3.558 -0.303
H -1.268 -3.075 -2.917
C 0.583 0.879 2.469
H 2.359 -2.057 4.342
N 4.717 0.274 -1.008
H 9.027 -1.446 -1.066
C 0.641 -3.328 2.522
C -2.020 -2.670 -0.089
C -0.146 -0.265 4.561
H 4.723 1.211 -0.642
Se 1.950 0.577 -1.271
H 3.396 -2.646 -3.581
H 3.433 -1.899 1.268
C 1.327 -1.055 -5.317
H 2.024 -2.136 -2.556
C -5.991 4.012 2.263
H 0.580 1.968 2.439
H 0.894 -0.231 4.866
H 1.807 -0.416 -4.577
C -0.977 -0.942 -6.361
O 1.342 2.037 -3.975
H -3.459 2.003 4.338
C 5.282 -1.714 -1.784
S 0.692 3.290 -3.486
C 7.155 -0.430 -0.937
H 0.923 4.329 -1.036
H -3.835 -3.448 -0.563
H 1.577 -2.096 -5.097
```

=====

Entry 5:
ORCA calculation (ωB97M-V with the def2-TZVPD basis set) on a structure of composition C11H21LaN3Si at a distorted geometry.

Properties
- gap between HOMO and LUMO (eV) = 3.959
- total charge = +3
- LUMO (eV) = -14.10

The geometry in XYZ format:
```
37
C11H21LaN3Si (ωB97M-V with the def2-TZVPD basis set)
H -1.501 2.069 -1.500
H 2.880 -0.625 2.186
C 2.953 -0.382 -0.852
H -0.167 1.832 3.255
H -2.251 -4.921 -0.912
H 3.628 1.182 0.663
N -1.250 4.903 1.114
H -2.681 -1.992 -1.011
C -0.541 2.440 2.303
C -1.729 -4.009 -0.394
H -2.199 -3.067 -2.508
H 0.451 -2.565 -0.928
H -1.863 4.779 -1.095
C -1.272 2.539 -0.433
La -1.098 1.534 -3.313
N -0.367 -0.513 -1.189
H 4.089 -0.234 -1.186
H -1.260 -0.130 -1.618
Si -0.548 -0.271 0.621
H 1.936 1.617 -0.043
H -2.251 -3.732 0.639
C 1.981 0.000 1.711
C -0.796 4.058 2.270
H 1.185 -1.889 1.063
C -1.837 -2.717 -1.429
N 0.860 -0.990 1.481
H 1.744 0.849 2.483
H 2.266 -0.056 -1.772
C -1.484 4.140 -0.159
C 2.579 0.702 0.356
H -1.834 -0.900 0.984
H 2.731 -1.493 -0.511
C -0.359 -1.984 -1.543
H -0.035 -2.089 -2.686
H -0.587 4.635 3.295
H -0.596 -4.342 -0.218
C -0.777 1.625 0.875
```

=====

It is found that the energy relative to the best compared isomer or geometry (same formula, charge and spin) values, taken in the order of the records, are 60.4; 66.1; 0.0; 17.2; 209.9 kcal/mol.